Computed, not measured: the molecule C4H5NS2 in a non-equilibrium geometry, with ωB97M-V/def2-TZVPD.

Structure (XYZ):
```
12
Properties=species:S:1:pos:R:3:mulliken_charge:R:1
C 0.07115 -1.36629 2.37671 0.14
C -0.66964 0.77241 -0.68800 -0.89
C -0.66272 -0.27309 0.40027 -0.17
C 0.25517 -0.35534 1.36874 -0.04
N -0.14811 -2.21203 3.10866 -0.37
S 0.44123 0.15889 -2.27075 0.03
S 2.26547 -0.01959 -1.58137 -0.32
H -1.70762 0.89617 -1.14031 0.37
H -0.11759 1.63285 -0.54051 0.45
H -1.39154 -1.04250 0.28894 0.34
H 1.22560 0.30296 1.61673 0.25
H 0.43859 1.50556 -2.93911 0.20
```

* gap between HOMO and LUMO: 8.055 eV
* largest force on an atom: 3.5 eV/A

Computed, not measured: a structure of composition C4H5NaORb in a non-equilibrium geometry, with ωB97M-V/def2-TZVPD.

Structure (XYZ):
```
12
Properties=species:S:1:pos:R:3:lowdin_spin:R:1
C -1.05866 0.70189 -1.31114 0.01
C -0.62509 -0.20824 -0.41961 0.00
C -0.81468 -1.11179 0.73172 0.00
H -2.07944 0.66107 -1.64286 0.00
H -0.60376 1.36647 -2.03100 0.00
H -1.11156 -2.15882 0.74579 0.00
H -1.28527 -0.65586 1.60171 0.00
O 1.45134 0.06530 0.62540 0.05
C 0.58709 -0.89530 0.11729 0.00
Na 0.59665 2.03194 -0.16333 0.32
Rb 3.85041 1.84521 2.23692 0.61
H 1.09298 -1.64186 -0.49091 0.00
```

* expectation value of S²: 0.750
* multiplicity: 2
* gap between HOMO and LUMO (alpha / beta): 3.302 / 7.049 eV
* largest force on an atom: 4.5 eV/A

Computed, not measured: the molecule C4H5O2P in a non-equilibrium geometry, with ωB97M-V/def2-TZVPD.

Structure (XYZ):
```
12
Properties=species:S:1:pos:R:3:mulliken_charge:R:1
C -0.81149 0.24239 0.26623 -0.22
C 0.36356 0.92204 -0.14361 -0.25
C -1.30303 -1.04452 0.45166 0.21
C 1.60545 0.52719 -0.51497 -0.11
O -2.62882 -0.99424 0.84282 -0.48
O 2.52211 1.45118 -0.87426 -0.47
P -0.67635 -2.68050 0.32303 -0.13
H -1.60868 0.94605 0.49199 0.26
H 0.23799 1.99978 -0.16870 0.25
H -2.95159 -1.88954 1.01087 0.28
H 3.34312 1.03631 -1.15559 0.35
H 1.90771 -0.51615 -0.52947 0.32
```

* gap between HOMO and LUMO (alpha / beta): 6.115 / 6.972 eV
* largest force on an atom: 1.6 eV/A

Computed, not measured: a structure of composition C4H5O2S in a non-equilibrium geometry, with ωB97M-V/def2-TZVPD.

Structure (XYZ):
```
12
Properties=species:S:1:pos:R:3:mulliken_charge:R:1
C -2.22157 0.53982 -0.09241 0.50
C 0.50079 -0.94310 -0.95457 -0.28
C 0.97197 -0.93976 0.41552 -0.18
C 1.21546 0.41436 0.93592 -0.92
O -1.76022 1.31668 -0.86981 -0.44
O -3.25649 0.32536 0.54737 -0.58
S -0.86331 -1.24617 0.20098 -0.23
H 0.68182 0.02068 -1.62241 0.16
H 0.55569 -1.83412 -1.56387 0.23
H 2.30280 0.40237 1.10501 0.35
H 0.79960 0.70412 1.85869 0.28
H 1.07346 1.23977 0.03957 0.11
```

* net charge: -1
* gap between HOMO and LUMO: 6.661 eV
* largest force on an atom: 4.2 eV/A